Entry 1:
An isolated ion of composition C4H8NO and charge +1 in a non-equilibrium geometry, computed with wB97M-V/def2-TZVPD.

```
14
C4H8NO, DFT wB97M-V/def2-TZVPD
C 2.44 0.36 -0.26
C 1.28 0.79 0.16
C -0.59 -1.08 0.10
C -1.23 0.20 0.55
N -0.01 0.23 -0.21
O -2.32 0.68 -0.37
H 3.22 1.04 -0.05
H 2.50 -0.53 -0.80
H 1.05 1.75 0.76
H -0.26 -1.90 0.77
H -1.17 -1.59 -0.71
H -1.32 0.55 1.51
H -1.64 0.92 -1.17
H -2.97 -0.04 -0.60
```

As for the highest occupied orbital energy: -13.63 eV. For the frontier orbital gap, the calculation gives 9.55 eV. As for the electronic energy: -7804.215 eV. As for the total charge: +1.



Entry 2:
C4H8NO as an isolated structure in a non-equilibrium geometry, computed with wB97M-V/def2-TZVPD.

```
14
C4H8NO, DFT wB97M-V/def2-TZVPD
C 1.09 0.15 -1.08
C 2.01 0.58 -0.19
C 0.40 -0.40 0.10
C -0.46 -1.54 0.34
N -1.41 1.21 0.20
O 1.26 0.13 0.97
H 0.97 0.13 -2.14
H 2.99 1.00 -0.11
H -0.80 -1.57 1.38
H 0.12 -2.45 0.16
H -1.30 -1.57 -0.36
H -1.20 1.71 1.06
H -2.31 0.77 0.26
H -1.37 1.85 -0.58
```

As for the highest occupied orbital energy: -14.93 eV. For the frontier orbital gap, the calculation gives 9.27 eV. As for the electronic energy: -7805.478 eV. As for the total charge: +1.



Entry 3:
An isolated ion of composition C4H8NO and charge +1 in a non-equilibrium geometry, computed with wB97M-V/def2-TZVPD.

```
14
C4H8NO, DFT wB97M-V/def2-TZVPD
C -0.68 -1.07 0.81
C -0.88 0.10 0.15
C -2.17 0.76 -0.42
C 2.45 0.03 -0.45
N 1.37 0.09 0.31
O 0.31 0.68 -0.34
H -1.43 -1.16 1.60
H -0.02 -1.89 1.25
H -2.99 0.09 -0.27
H -2.02 1.18 -1.37
H -2.33 1.42 0.40
H 3.16 0.79 -0.17
H 2.17 -0.13 -1.54
H 3.06 -0.87 0.03
```

As for the highest occupied orbital energy (spin up / spin down): -15.20 / -14.36 eV. For the frontier orbital gap (spin up / spin down), the calculation gives 8.88 / 6.67 eV. As for the electronic energy: -7801.443 eV. As for the total charge: +1.



Entry 4:
An isolated ion of composition C4H8NO and charge +1 in a non-equilibrium geometry, computed with wB97M-V/def2-TZVPD.

```
14
C4H8NO, DFT wB97M-V/def2-TZVPD
N 0.48 -2.11 -0.77
C 0.25 -0.72 -0.10
C 0.25 0.32 -0.91
C 0.01 1.55 -0.21
C -0.68 1.32 0.97
O -0.65 2.28 1.86
H 1.35 -2.58 -0.44
H 0.74 -1.77 -1.69
H -0.21 -2.79 -0.76
H 0.33 -0.72 0.99
H 0.13 0.23 -2.04
H 0.65 2.40 -0.43
H -1.49 0.67 0.95
H -1.17 1.92 2.58
```

As for the highest occupied orbital energy: -12.59 eV. For the frontier orbital gap, the calculation gives 8.88 eV. As for the electronic energy: -7805.887 eV. Its SMILES is [NH3+]/C=C/C=C/O. As for the total charge: +1.



Entry 5:
A 2-piece molecular cluster, C4H8NO overall in a non-equilibrium geometry, computed with wB97M-V/def2-TZVPD.

```
14
C4H8NO, DFT wB97M-V/def2-TZVPD
C 0.22 -1.39 -1.06
C 0.86 -0.88 0.01
C 1.78 -1.08 1.15
C 0.03 1.46 -0.75
N 0.32 0.26 -0.64
O -2.46 1.01 0.07
H -0.27 -1.72 -1.86
H -3.32 0.58 -0.23
H 1.74 -0.20 1.70
H 2.69 -1.52 0.74
H 1.61 -2.00 1.75
H 0.46 2.14 -0.01
H -0.64 1.78 -1.47
H -3.02 1.57 0.58
```

As for the highest occupied orbital energy: -14.84 eV. For the frontier orbital gap, the calculation gives 10.62 eV. As for the electronic energy: -7803.440 eV. As for the total charge: +1.



Entry 6:
An isolated ion of composition C4H8NO and charge +1 in a non-equilibrium geometry, computed with wB97M-V/def2-TZVPD.

```
14
C4H8NO, DFT wB97M-V/def2-TZVPD
C 0.71 0.37 2.31
C 0.06 -0.37 1.13
C -0.16 0.51 -0.04
N -0.14 0.13 -1.21
C -0.51 -0.34 -2.29
O 0.22 -0.50 -3.38
H 1.76 0.51 2.18
H 0.73 -0.22 3.27
H 0.34 1.35 2.32
H -1.06 -0.42 1.34
H 0.41 -1.45 0.75
H -0.33 1.50 0.23
H -1.61 -0.68 -2.39
H -0.40 -0.39 -4.20
```

As for the highest occupied orbital energy: -15.85 eV. For the frontier orbital gap, the calculation gives 11.18 eV. As for the electronic energy: -7806.437 eV. Its SMILES is CCC=[N+]=CO. As for the total charge: +1.



Entry 7:
A 2-piece molecular cluster, C4H8NO overall in a non-equilibrium geometry, computed with wB97M-V/def2-TZVPD.

```
14
C4H8NO, DFT wB97M-V/def2-TZVPD
C 2.53 -0.63 0.08
C 1.98 0.55 -0.46
C -1.47 -0.39 0.88
C -1.82 -0.17 -0.48
N 1.32 -0.82 -0.01
O -2.01 0.95 -1.02
H 3.26 -1.18 0.67
H 1.63 1.43 0.13
H 1.95 0.79 -1.55
H -1.78 0.26 1.67
H -1.59 -1.46 1.22
H -0.32 -0.26 0.66
H -1.58 -0.96 -1.20
H -2.09 1.90 -0.60
```

As for the highest occupied orbital energy: -14.46 eV. For the frontier orbital gap, the calculation gives 9.14 eV. As for the electronic energy: -7804.099 eV. As for the total charge: +1.



Entry 8:
C4H8NO as an isolated structure in a non-equilibrium geometry, computed with wB97M-V/def2-TZVPD.

```
14
C4H8NO, DFT wB97M-V/def2-TZVPD
C -0.09 -1.35 -0.59
C 0.78 -0.79 0.34
C 2.17 0.53 -0.37
C -1.52 0.66 0.35
N -0.52 -0.33 0.04
O -2.74 0.41 -0.25
H -0.63 -2.07 -1.16
H 0.91 -1.03 1.46
H 1.93 1.54 -0.35
H 2.24 0.10 -1.32
H 2.97 0.47 0.36
H -1.36 0.69 1.43
H -1.03 1.63 0.03
H -3.12 -0.47 0.03
```

As for the highest occupied orbital energy: -14.63 eV. For the frontier orbital gap, the calculation gives 9.37 eV. As for the electronic energy: -7802.849 eV. As for the total charge: +1.



Entry 9:
An isolated ion of composition C4H8NO2 and charge -1 in a non-equilibrium geometry, computed with wB97M-V/def2-TZVPD.

```
15
C4H8NO2, DFT wB97M-V/def2-TZVPD
C -1.39 -1.23 -1.12
C 0.09 -1.32 -1.03
O 0.76 -2.08 -1.72
N 0.68 -0.53 -0.09
C 0.05 0.52 0.72
C 1.02 1.67 1.21
O 0.45 2.44 2.14
H -1.74 -0.37 -1.71
H -1.91 -1.27 -0.16
H -1.70 -2.09 -1.73
H 1.69 -0.50 -0.12
H -0.69 1.06 0.13
H -0.41 0.09 1.62
H 1.97 1.25 1.57
H 1.13 2.35 0.28
```

As for the highest occupied orbital energy: -2.51 eV. For the frontier orbital gap, the calculation gives 6.21 eV. As for the electronic energy: -9862.864 eV. Its SMILES is CC(=O)NCC[O-]. As for the total charge: -1.



Entry 10:
An isolated ion of composition C4H8NO2 and charge -1 in a non-equilibrium geometry, computed with wB97M-V/def2-TZVPD.

```
15
C4H8NO2, DFT wB97M-V/def2-TZVPD
N -0.72 1.49 -1.71
C 0.04 1.42 -0.44
C 0.74 0.04 -0.06
C -0.39 -0.66 0.74
C 0.24 -1.93 1.40
O 1.46 -2.07 1.56
O -0.57 -2.79 1.70
H -1.25 0.68 -1.93
H -0.26 1.69 -2.62
H -0.71 1.50 0.41
H 0.76 2.26 -0.37
H 0.95 -0.56 -0.93
H 1.67 -0.17 0.61
H -0.69 -0.15 1.68
H -1.26 -0.76 -0.04
```

As for the highest occupied orbital energy: -3.57 eV. For the frontier orbital gap, the calculation gives 7.52 eV. As for the electronic energy: -9863.004 eV. Its SMILES is NCCCC(=O)[O-]. As for the total charge: -1.



Entry 11:
An isolated ion of composition C4H8NO2 and charge -1 in a non-equilibrium geometry, computed with wB97M-V/def2-TZVPD.

```
15
C4H8NO2, DFT wB97M-V/def2-TZVPD
C 0.73 -0.70 -1.47
N -0.17 -0.17 -0.42
C -1.49 -0.39 -0.71
O -1.70 -0.69 -1.86
C 0.48 -0.08 0.83
C -0.02 1.31 1.56
O 0.48 1.38 2.76
H 0.31 -0.37 -2.42
H 1.85 -0.43 -1.67
H 0.76 -1.82 -1.26
H -2.34 -0.39 0.04
H 0.27 -0.95 1.44
H 1.53 -0.02 0.75
H -1.09 1.19 1.56
H 0.40 2.12 0.88
```

As for the highest occupied orbital energy: -2.33 eV. For the frontier orbital gap, the calculation gives 6.08 eV. As for the electronic energy: -9861.091 eV. Its SMILES is CN(C=O)CC[O-]. As for the total charge: -1.



Entry 12:
An isolated ion of composition C4H8NO2 and charge -1 in a non-equilibrium geometry, computed with wB97M-V/def2-TZVPD.

```
15
C4H8NO2, DFT wB97M-V/def2-TZVPD
N 1.80 0.49 -0.28
C 0.54 -0.25 -0.21
C -0.45 0.30 -1.39
O 0.26 1.02 -2.25
C -0.11 0.15 1.15
C -1.34 -0.72 1.46
O -2.29 -0.12 1.92
H 1.77 0.80 -1.27
H 2.67 -0.02 -0.12
H 0.64 -1.34 -0.30
H -1.40 0.72 -0.87
H -0.88 -0.58 -1.88
H 0.64 0.05 1.92
H -0.42 1.21 1.12
H -1.45 -1.72 1.01
```

As for the highest occupied orbital energy: -2.69 eV. For the frontier orbital gap, the calculation gives 6.62 eV. As for the electronic energy: -9861.664 eV. Its SMILES is N[C@H](C[O-])CC=O. As for the total charge: -1.



Entry 13:
A 2-piece molecular cluster, C4H8NO2 overall in a non-equilibrium geometry, computed with wB97M-V/def2-TZVPD.

```
15
C4H8NO2, DFT wB97M-V/def2-TZVPD
O -0.49 1.62 -0.76
C 0.46 2.28 -0.22
O 1.55 1.87 0.26
H 0.31 3.37 -0.14
C -0.83 -0.63 1.17
C -0.95 -1.28 -0.23
C 1.31 -0.72 -0.78
N 0.41 -1.65 -0.71
H -1.65 0.11 1.36
H -0.79 -1.40 1.97
H 0.12 -0.04 1.15
H -1.38 -0.56 -0.95
H -1.51 -2.21 -0.31
H 1.09 0.28 -1.16
H 2.36 -1.05 -0.67
```

As for the highest occupied orbital energy: -3.88 eV. For the frontier orbital gap, the calculation gives 8.23 eV. As for the electronic energy: -9862.599 eV. As for the total charge: -1.



Entry 14:
C4H8NO2 as an isolated structure in a non-equilibrium geometry, computed with wB97M-V/def2-TZVPD.

```
15
C4H8NO2, DFT wB97M-V/def2-TZVPD
C -0.96 -0.10 -1.26
C -1.47 -1.02 -2.27
C -0.29 -0.28 -0.21
C 0.47 1.28 0.87
N 1.26 0.54 1.88
O -1.96 -0.61 -3.29
O 0.23 -1.31 0.42
H -1.27 0.96 -1.55
H -1.16 -2.14 -2.30
H -0.40 1.75 1.33
H 1.10 1.76 0.20
H 0.84 -0.26 2.32
H 1.52 1.35 2.39
H 2.15 0.23 1.45
H -0.09 -2.15 0.01
```

As for the highest occupied orbital energy: -13.26 eV. For the frontier orbital gap, the calculation gives 9.30 eV. As for the electronic energy: -9852.276 eV. As for the total charge: +1.



Entry 15:
A 2-piece molecular cluster, C4H8NO2 overall in a non-equilibrium geometry, computed with wB97M-V/def2-TZVPD.

```
15
C4H8NO2, DFT wB97M-V/def2-TZVPD
C -2.09 1.72 0.06
C -1.09 -0.70 0.00
C -0.77 -2.13 -0.25
C 0.29 -1.23 0.41
N -1.68 0.44 0.06
O 2.67 1.31 -0.10
O 1.35 -0.78 -0.30
H -2.74 2.04 0.79
H -1.38 -2.81 0.29
H -1.00 -2.47 -1.28
H 0.40 -1.37 1.47
H 3.44 1.46 -0.71
H -1.78 2.36 -0.77
H 2.58 2.09 0.54
H 1.79 0.07 -0.20
```

As for the highest occupied orbital energy: -14.08 eV. For the frontier orbital gap, the calculation gives 9.26 eV. As for the electronic energy: -9852.027 eV. As for the total charge: +1.



Entry 16:
An isolated ion of composition C4H8NO2 and charge +1 in a non-equilibrium geometry, computed with wB97M-V/def2-TZVPD.

```
15
C4H8NO2, DFT wB97M-V/def2-TZVPD
C -0.87 0.62 1.53
N 0.29 0.05 0.77
C 0.44 0.01 -0.74
C 1.48 0.90 -1.15
O 2.00 1.49 -0.24
C -0.28 -0.94 -1.27
O -1.07 -1.68 -0.57
H -0.51 0.74 2.59
H -1.15 1.63 1.07
H -1.68 -0.14 1.43
H 0.41 -0.89 1.16
H 1.02 0.76 0.87
H 1.62 1.01 -2.20
H -0.11 -1.13 -2.39
H -1.60 -2.42 -0.87
```

As for the highest occupied orbital energy: -14.79 eV. For the frontier orbital gap, the calculation gives 10.59 eV. As for the electronic energy: -9854.232 eV. Its SMILES is C[NH2+]/C(C=O)=C\O. As for the total charge: +1.



Entry 17:
A 2-piece molecular cluster, C4H8NO2 overall in a non-equilibrium geometry, computed with wB97M-V/def2-TZVPD.

```
15
C4H8NO2, DFT wB97M-V/def2-TZVPD
C 2.00 1.30 0.20
C 2.60 0.02 0.08
C 1.22 0.18 -0.07
C -3.47 -0.31 0.37
N 3.75 -0.60 -0.06
O 0.14 -0.43 -0.46
O -2.55 0.39 -0.51
H 2.12 2.35 0.45
H -3.31 0.02 1.30
H -3.31 -1.30 0.12
H -4.42 0.10 0.23
H 3.72 -1.59 0.02
H -2.51 -0.18 -1.30
H 4.68 -0.22 -0.12
H -0.67 0.27 -0.27
```

As for the highest occupied orbital energy: -14.23 eV. For the frontier orbital gap, the calculation gives 10.59 eV. As for the electronic energy: -9852.993 eV. As for the total charge: +1.



Entry 18:
C4H8NO2P as an isolated structure in a non-equilibrium geometry, computed with wB97M-V/def2-TZVPD.

```
16
C4H8NO2P, DFT wB97M-V/def2-TZVPD
C -0.70 0.39 0.13
C -1.07 -0.93 0.11
C 1.57 -0.16 -0.13
C 2.98 0.18 -0.22
N 0.64 0.78 -0.09
O -1.58 1.28 0.21
O -2.36 -1.09 0.08
P -3.46 0.17 -0.17
H -0.57 -1.72 -0.29
H 1.38 -1.10 0.25
H 3.29 1.03 -0.92
H 3.63 -0.73 -0.56
H 3.42 0.37 0.77
H 0.87 1.74 -0.39
H -4.34 -0.79 0.08
H -3.70 0.60 1.12
```

As for the highest occupied orbital energy (spin up / spin down): -6.60 / -7.60 eV. For the frontier orbital gap (spin up / spin down), the calculation gives 5.73 / 8.09 eV. As for the electronic energy: -19147.566 eV. As for the total charge: 0.



Entry 19:
An isolated ion of composition C4H8NO2S and charge -1 in a non-equilibrium geometry, computed with wB97M-V/def2-TZVPD.

```
16
C4H8NO2S, DFT wB97M-V/def2-TZVPD
C -1.22 -0.83 -1.74
N -0.67 0.28 -0.98
C -0.12 -0.01 0.38
C 0.36 1.35 0.93
S 0.46 1.43 2.73
C 1.01 -1.04 0.34
O 0.63 -2.20 0.03
O 2.13 -0.76 0.84
H -2.18 -1.16 -1.30
H -0.48 -1.65 -1.87
H -1.49 -0.47 -2.75
H 0.09 0.74 -1.47
H -1.11 -0.35 0.86
H 1.30 1.59 0.44
H -0.40 2.12 0.66
H 1.70 0.95 2.88
```

As for the highest occupied orbital energy: -3.99 eV. For the frontier orbital gap, the calculation gives 7.35 eV. As for the electronic energy: -20699.206 eV. Its SMILES is CN[C@H](CS)C(=O)[O-]. As for the total charge: -1.



Entry 20:
A 2-piece molecular cluster, C4H8NO3 overall in a non-equilibrium geometry, computed with wB97M-V/def2-TZVPD.

```
16
C4H8NO3, DFT wB97M-V/def2-TZVPD
C -1.47 0.24 2.72
C -0.37 0.14 1.59
O 0.74 -0.02 1.92
N -0.91 0.13 0.36
H -0.13 0.28 -0.38
H -1.84 0.06 0.14
H -1.99 -0.78 2.73
H -2.11 1.09 2.50
H -0.91 0.43 3.74
C 1.88 -0.25 -1.96
C 0.50 -0.10 -2.63
O -0.34 0.56 -2.01
O 0.34 -0.81 -3.63
H 1.80 0.30 -1.04
H 2.85 0.13 -2.39
H 1.97 -1.40 -1.65
```

As for the highest occupied orbital energy: -4.34 eV. For the frontier orbital gap, the calculation gives 7.99 eV. As for the electronic energy: -11911.588 eV. As for the total charge: -1.